1.
Here is 2 unconnected molecules or ions with the total composition C7H13N5O2 from the OMol25 dataset. Energies are from wB97M-V/def2-TZVPD.

Last column: Mulliken charge in e.
Positions of all 27 atoms, in Å:
C (3.37, -1.12, -0.16)  0.068
C (0.95, -0.08, -0.81)  -0.250
C (2.35, -1.91, 0.18)  0.765
C (0.98, 1.54, 0.94)  -0.451
C (1.47, 2.24, -0.31)  -0.664
C (-0.68, -0.40, 0.94)  -0.526
C (-1.82, -0.90, 0.06)  -0.945
N (4.26, -0.37, -0.18)  -0.517
N (0.42, 0.29, 0.36)  0.338
N (1.54, -2.68, 0.46)  0.507
N (1.90, 1.21, -1.26)  -0.043
N (-1.66, -2.25, -0.56)  -0.213
O (0.59, -3.34, 0.65)  -0.643
O (0.66, -1.01, -1.54)  -0.543
H (1.73, 1.27, 1.56)  0.366
H (0.27, 2.19, 1.56)  0.392
H (0.57, 2.81, -0.80)  0.323
H (2.18, 3.05, -0.14)  0.453
H (-1.12, 0.24, 1.62)  0.471
H (-0.36, -1.34, 1.59)  0.376
H (-2.05, -0.24, -0.76)  0.382
H (-2.62, -1.09, 0.70)  0.484
H (2.94, 1.04, -1.22)  0.409
H (1.72, 1.31, -2.29)  0.405
H (-1.08, -2.47, -1.36)  0.265
H (-2.48, -2.56, -1.03)  0.387
H (-1.49, -2.97, 0.25)  0.404

Calculated values
Energy above the lowest of the compared OMol25 structures with the same formula, charge and spin ... 3.5439 eV
Orbital gap ... 9.88 eV
LUMO energy ... -7.711 eV
Total charge ... +2

2.
Here is a molecular structure, C7H7O6SSr from the OMol25 dataset. Energies are from wB97M-V/def2-TZVPD.

Last column: Mulliken charge in e.
Positions of all 22 atoms, in Å:
O (1.93, 1.90, -5.10)  -0.239
C (1.18, 1.76, -4.14)  0.220
Sr (0.35, 0.47, 0.20)  1.885
O (-1.34, 2.13, -2.27)  -0.085
C (-0.98, 1.35, -1.45)  -0.073
C (-1.69, -0.01, 1.45)  -0.085
O (-2.50, 0.05, 2.24)  -0.030
C (1.24, -1.46, 1.08)  -0.063
O (2.05, -2.13, 1.62)  -0.107
C (-0.75, -1.59, -1.10)  0.182
O (-1.05, -2.47, -1.80)  -0.133
H (1.52, -0.06, -1.38)  -0.082
C (1.48, 1.04, 3.56)  -0.850
S (0.63, 2.35, 2.67)  0.510
C (1.80, 3.67, 2.88)  -1.045
O (0.99, 2.01, 1.21)  -1.143
H (1.62, 1.38, 4.59)  0.427
H (2.42, 0.89, 3.04)  0.309
H (0.89, 0.13, 3.53)  0.265
H (2.75, 3.30, 2.49)  0.330
H (1.48, 4.53, 2.30)  0.371
H (1.87, 3.91, 3.94)  0.438

Calculated values
Energy above the lowest of the compared OMol25 structures with the same formula, charge and spin ... 4.4224 eV
Orbital gap (spin up / spin down) ... 6.33 / 6.33 eV
LUMO energy (spin up / spin down) ... -4.697 / -4.697 eV
Total charge ... +1

3.
Here is a single C15H15NO3 molecule from the OMol25 dataset. Energies are from wB97M-V/def2-TZVPD.

Last column: Mulliken charge in e.
Positions of all 34 atoms, in Å:
C (-4.67, -1.12, -2.94)  -0.704
O (-4.66, -0.52, -1.67)  -0.462
C (-3.51, -0.26, -1.00)  0.259
C (-3.69, 0.34, 0.25)  -0.610
C (-2.64, 0.67, 1.07)  -0.919
C (-1.33, 0.40, 0.67)  0.422
C (-0.24, 0.76, 1.54)  -0.132
C (1.08, 0.58, 1.34)  -0.385
C (2.05, 1.00, 2.35)  0.762
O (1.73, 1.54, 3.40)  -0.741
C (3.46, 0.77, 2.05)  -0.346
C (4.14, 0.20, 0.98)  -0.205
C (5.51, 0.26, 1.29)  -0.836
C (5.62, 0.86, 2.52)  -0.530
N (4.39, 1.16, 2.97)  -0.007
C (-1.13, -0.20, -0.58)  -0.356
C (-2.19, -0.54, -1.41)  1.406
O (-2.00, -1.14, -2.64)  -0.463
C (-0.70, -1.42, -3.07)  -0.926
H (-4.14, -0.51, -3.68)  0.261
H (-4.23, -2.12, -2.92)  0.260
H (-5.72, -1.19, -3.21)  0.296
H (-4.71, 0.54, 0.54)  0.430
H (-2.82, 1.14, 2.02)  0.372
H (-0.52, 1.23, 2.48)  0.403
H (1.47, 0.12, 0.45)  0.016
H (3.72, -0.21, 0.09)  0.471
H (6.31, -0.09, 0.67)  0.423
H (6.50, 1.08, 3.10)  0.415
H (4.13, 1.60, 3.84)  0.219
H (-0.13, -0.41, -0.89)  0.265
H (-0.81, -1.88, -4.05)  0.251
H (-0.19, -2.12, -2.39)  0.346
H (-0.10, -0.51, -3.16)  0.346

Calculated values
Energy above the lowest of the compared OMol25 structures with the same formula, charge and spin ... 2.3865 eV
Orbital gap ... 7.72 eV
LUMO energy ... -0.174 eV
Total charge ... 0

4.
Here is a molecular structure, C19H12BrCl2F4O4PSW from the OMol25 dataset. Energies are from wB97M-V/def2-TZVPD.

Last column: Mulliken charge in e.
Positions of all 45 atoms, in Å:
W (-2.00, -0.04, 0.75)  1.149
Cl (-3.03, -0.76, 3.00)  0.090
C (-4.68, -0.99, 2.29)  -0.196
Cl (-4.37, -1.24, 0.54)  0.150
H (-5.25, -0.07, 2.43)  0.402
H (-5.13, -1.88, 2.72)  0.429
F (2.57, -5.56, -0.32)  -0.167
C (2.08, -4.37, -0.37)  0.639
C (2.89, -3.29, -0.74)  0.199
F (4.14, -3.47, -1.03)  -0.177
C (2.34, -2.00, -0.77)  0.508
F (3.11, -0.98, -1.09)  -0.295
C (1.00, -1.77, -0.47)  0.207
P (0.34, -0.12, -0.37)  0.686
C (0.83, 0.62, 1.19)  0.311
C (1.67, 1.67, 1.43)  -0.285
C (1.61, 2.31, 2.69)  -0.620
C (0.68, 1.94, 3.66)  -0.869
C (-0.16, 0.87, 3.44)  -0.324
C (-0.14, 0.18, 2.18)  -0.318
C (0.69, 0.78, -1.84)  1.222
C (0.83, 0.06, -3.04)  -0.796
C (1.12, 0.73, -4.24)  -0.794
C (1.27, 2.11, -4.25)  -0.553
C (1.12, 2.83, -3.07)  -0.873
C (0.83, 2.19, -1.87)  -0.657
C (0.23, -2.88, -0.09)  -0.163
Br (-1.61, -2.64, 0.35)  0.227
C (0.74, -4.16, -0.03)  0.351
F (-0.02, -5.16, 0.32)  -0.254
H (2.37, 2.03, 0.68)  0.675
H (2.31, 3.11, 2.90)  0.509
H (0.66, 2.46, 4.62)  0.520
H (-0.79, 0.51, 4.25)  0.445
H (-0.27, -0.91, 2.30)  0.950
H (0.73, -1.01, -3.08)  0.475
H (1.23, 0.14, -5.14)  0.477
H (1.49, 2.63, -5.18)  0.491
H (1.24, 3.91, -3.06)  0.488
H (0.72, 2.79, -0.98)  0.471
O (-3.23, 3.21, -0.82)  -0.398
S (-2.74, 2.07, -0.21)  0.925
O (-3.36, 1.48, 1.08)  -0.543
O (-1.29, 1.95, 0.28)  -0.230
O (-2.70, 0.71, -0.99)  -0.486

Calculated values
Energy above the lowest of the compared OMol25 structures with the same formula, charge and spin ... 1.1763 eV
Orbital gap (spin up / spin down) ... 3.86 / 3.86 eV
LUMO energy (spin up / spin down) ... -17.274 / -17.272 eV
Total charge ... +4

5.
Here is a single C13H10N4O3 molecule from the OMol25 dataset. Energies are from wB97M-V/def2-TZVPD.

Last column: Mulliken charge in e.
Positions of all 30 atoms, in Å:
C (-0.95, 0.48, 4.71)  -1.079
C (-0.85, -0.57, 3.66)  0.519
N (-1.01, -1.84, 4.07)  -0.587
C (-0.82, -2.77, 3.15)  -0.245
C (-0.53, -2.43, 1.82)  -0.311
C (-0.33, -1.13, 1.49)  0.360
N (0.12, -0.63, 0.31)  -0.142
C (0.19, -1.20, -0.94)  0.763
O (0.09, -2.41, -1.16)  -0.661
C (0.55, -0.30, -2.07)  -0.169
C (1.03, -0.83, -3.26)  -0.637
C (1.45, -0.02, -4.30)  -0.739
C (1.26, 1.38, -4.22)  -0.529
C (0.75, 1.94, -3.04)  0.369
O (0.48, 3.26, -2.77)  -0.409
C (-0.16, 3.20, -1.57)  0.391
O (-0.76, 4.10, -1.03)  -0.590
N (-0.09, 1.96, -1.03)  -0.239
C (0.41, 1.09, -2.00)  0.884
N (-0.52, -0.20, 2.43)  -0.522
H (-1.14, 1.43, 4.28)  0.349
H (-1.78, 0.21, 5.40)  0.326
H (-0.01, 0.55, 5.26)  0.224
H (-0.94, -3.84, 3.36)  0.372
H (-0.38, -3.25, 1.11)  0.395
H (0.27, 0.36, 0.34)  0.384
H (1.17, -1.88, -3.37)  0.519
H (1.78, -0.42, -5.24)  0.407
H (1.48, 2.03, -5.06)  0.403
H (-0.77, 1.72, -0.33)  0.196

Calculated values
Energy above the lowest of the compared OMol25 structures with the same formula, charge and spin ... 0.1502 eV
Orbital gap ... 9.05 eV
LUMO energy ... -0.273 eV
Total charge ... 0

6.
Here is a molecular structure, C3H2Cl2O4RhSc from the OMol25 dataset. Energies are from wB97M-V/def2-TZVPD.

Last column: Mulliken charge in e.
Positions of all 13 atoms, in Å:
Rh (-1.30, 0.39, -1.11)  0.493
Sc (0.51, -0.24, 0.87)  0.912
Cl (-0.75, 1.85, 0.74)  0.388
Cl (1.08, -0.18, -1.52)  0.392
C (1.92, -2.02, 0.99)  0.404
C (-3.05, 0.79, -0.69)  0.475
C (-1.83, -0.70, -2.48)  0.430
O (2.54, -2.99, 0.98)  0.133
O (-4.16, 1.06, -0.42)  0.072
O (-2.19, -1.38, -3.37)  0.075
O (2.06, 1.19, 1.84)  -0.618
H (2.25, 0.98, 2.76)  0.421
H (2.92, 1.25, 1.40)  0.423

Calculated values
Expectation value of S² ... 6.01
Energy above the lowest of the compared OMol25 structures with the same formula, charge and spin ... 1.6325 eV
2S+1 ... 5
Orbital gap (spin up / spin down) ... 5.86 / 5.39 eV
LUMO energy (spin up / spin down) ... -19.340 / -23.571 eV
Total charge ... +4